[1]
52
Properties=species:S:1:pos:R:3:forces:R:3:lowdin_charge:R:1 method="wB97M-V/def2-TZVPD" homo_energy_ev=-12.855 total_charge=+1 e_above_lowest_ev=2.769 spin_multiplicity=1 e_tot_ev=-35369.5546 orbital_gap_ev=10.30
O 0.382 0.572 -1.492 -0.64 -0.48 -0.55 -0.043
H -2.216 2.127 3.225 -0.96 -0.09 0.33 0.046
H -2.226 1.601 4.795 -0.96 -0.09 -0.31 0.060
O -1.759 1.954 4.044 1.80 0.53 -0.02 -0.022
H 0.613 -3.505 -2.454 -0.01 0.03 -0.17 0.048
H 1.109 -4.392 0.429 -0.14 -0.07 -0.22 0.027
O -0.300 2.433 0.860 -0.94 0.35 0.09 -0.065
H 0.625 2.375 0.654 0.43 0.12 -0.24 0.027
H -0.705 3.221 0.434 0.62 -0.67 0.07 0.006
O 3.167 1.381 -1.948 0.09 0.00 0.38 -0.053
H 3.506 0.644 -1.413 -0.17 -0.51 -0.10 0.014
H -0.984 -1.424 2.594 -0.26 -0.75 -0.79 0.114
O -1.446 -1.984 1.777 0.04 1.50 0.73 0.102
H 3.443 -3.273 -2.388 0.04 -0.48 0.19 0.051
O 2.221 0.176 1.932 -0.01 -0.85 0.10 -0.028
H 2.550 0.880 1.388 0.24 0.74 -0.20 0.032
H -0.683 -0.335 -4.765 -0.64 0.05 0.03 0.037
O -4.040 -0.222 0.494 -0.15 -0.41 -0.24 -0.041
H -2.263 4.748 -0.775 0.90 -0.09 -0.68 0.078
H 3.232 -0.845 0.400 -0.71 -0.51 0.23 0.003
O -0.388 -0.196 2.956 0.24 0.70 0.65 -0.017
H 0.240 0.228 -2.391 -0.41 -0.45 0.14 0.025
H 0.452 2.761 3.830 -0.21 0.20 -0.03 0.031
O -0.117 -3.600 -1.834 -0.21 0.18 -0.29 -0.041
H 0.660 -3.049 -0.224 0.16 -0.80 0.39 -0.004
H -0.385 -4.522 -1.872 -0.01 -0.08 -0.08 0.061
O 0.111 -0.471 -4.254 0.21 -0.02 -0.08 -0.032
H -4.931 -0.584 0.437 -0.22 0.25 0.16 0.066
H 0.739 -0.721 -4.938 0.40 -0.04 0.20 0.058
O -3.269 0.113 -3.315 0.16 0.17 0.08 -0.040
H -2.105 0.600 0.016 0.13 0.30 0.25 0.074
H -2.383 -2.146 1.937 -0.16 -0.41 0.49 0.119
O 3.494 -1.245 -0.432 1.15 0.97 0.08 -0.070
H -2.901 0.906 -3.719 -0.09 0.01 -0.16 0.041
H 2.778 -1.657 -0.919 -0.25 0.06 0.32 0.003
O -1.457 0.002 0.390 -0.39 -0.45 0.15 -0.006
H 1.166 1.072 -1.676 1.23 0.79 0.33 0.000
H -0.586 0.199 0.022 0.48 0.41 -0.64 0.050
O 1.093 2.578 3.137 0.56 -0.67 0.83 -0.054
H -3.588 -0.714 -0.202 0.09 -0.12 0.01 0.036
H 2.716 0.231 2.755 0.13 0.13 -0.03 0.068
O 3.259 -2.372 -2.647 -0.23 -0.24 -0.82 -0.047
H -1.528 -1.040 1.219 0.18 -0.79 -0.82 0.046
H -0.826 0.607 2.645 -0.36 -0.04 -0.27 0.040
O 1.158 -3.441 0.519 0.19 0.82 0.30 -0.074
H 1.148 3.359 2.599 -0.21 0.49 -0.17 0.033
H 3.845 2.052 -1.835 -0.02 0.26 -0.19 0.049
O -1.977 4.125 -0.094 -1.74 1.16 -0.28 -0.034
H -2.758 4.290 0.456 0.34 -0.62 0.74 0.076
H 0.356 0.234 3.398 0.39 -0.66 -0.01 0.077
H -3.199 0.314 -2.377 -0.05 -0.07 0.03 0.009
H 4.132 -2.038 -2.875 -0.05 0.26 0.06 0.062

***

[2]
57
Properties=species:S:1:pos:R:3:forces:R:3:lowdin_charge:R:1 method="wB97M-V/def2-TZVPD" homo_energy_ev=-10.088 total_charge=0 e_above_lowest_ev=7.916 spin_multiplicity=1 e_tot_ev=-39514.9831 orbital_gap_ev=9.71
O -2.876 2.999 0.655 -0.10 -0.14 0.88 -0.055
H -3.704 3.105 0.178 0.62 0.06 -0.69 0.064
H -2.051 2.940 0.148 -0.96 0.09 -0.40 0.032
O -4.122 0.403 -2.298 1.79 0.89 -2.50 -0.051
H -4.259 0.687 -1.442 -1.66 0.22 3.31 -0.049
H -3.279 0.925 -2.294 -0.20 -0.86 -1.43 0.027
O -2.682 -2.998 2.278 -1.42 2.01 -0.66 -0.126
H -2.779 -1.973 2.310 0.52 -3.09 -0.17 0.060
H -1.739 -3.153 2.218 0.02 0.36 0.14 -0.001
O 1.495 -0.722 -4.210 -0.33 0.87 0.21 -0.048
H 1.935 0.127 -4.051 -0.32 -0.22 0.25 0.024
H 2.204 -1.208 -4.607 0.62 -0.73 -0.37 0.023
O -1.027 3.884 2.504 0.19 -1.30 3.43 -0.032
H -1.070 4.349 1.726 0.04 1.89 -3.04 -0.042
H -1.927 3.559 2.601 0.02 0.00 -0.06 0.031
O 2.763 -0.255 -0.034 3.45 2.93 1.09 -0.088
H 1.954 -0.610 0.253 -1.42 -0.33 0.77 -0.027
H 3.054 0.448 0.602 -0.68 -1.21 -0.48 0.103
O 2.063 -3.267 -1.658 -1.11 2.04 0.97 -0.035
H 1.434 -2.502 -1.753 1.05 0.08 1.02 0.047
H 1.785 -3.651 -2.445 0.13 -2.08 -2.62 0.006
O -1.437 2.067 -2.604 0.26 -4.80 0.89 0.009
H -1.359 2.949 -2.731 0.50 4.38 -0.82 -0.018
H -0.560 1.659 -2.765 -0.76 0.47 0.01 0.059
O -0.939 1.357 1.566 -1.65 -1.03 1.48 -0.101
H -1.904 1.227 1.340 1.37 0.16 0.08 0.042
H -0.994 1.390 2.568 0.44 0.17 -1.93 0.045
O 2.143 1.900 -1.977 2.04 0.56 -1.72 -0.076
H 2.834 2.214 -2.639 -1.74 0.22 0.66 0.094
H 2.747 1.230 -1.636 -0.44 -0.98 1.04 0.005
O -0.945 -3.853 -2.564 3.90 0.77 0.25 -0.078
H -0.397 -4.104 -3.327 -1.49 -0.70 -1.13 0.031
H -0.035 -3.541 -2.199 -2.81 -0.19 0.94 0.036
O -1.048 -1.736 3.628 1.78 -4.27 1.91 -0.109
H -1.122 -0.811 3.538 1.09 1.49 0.88 -0.015
H -0.414 -2.279 4.301 -1.95 3.43 -2.29 0.157
O 0.569 -0.473 -0.903 2.70 -1.30 -2.14 -0.002
H 0.962 0.250 -1.432 0.77 -0.89 0.07 0.040
H -0.179 -0.034 -0.700 -4.80 1.64 1.76 -0.017
O 1.416 1.404 3.805 -0.49 0.32 -0.02 -0.042
H 1.225 2.194 3.279 0.20 -0.10 -0.16 0.047
H 0.643 1.371 4.377 0.09 -0.02 0.33 0.047
O 2.151 -1.412 3.825 -0.30 0.49 3.11 -0.056
H 1.714 -0.542 3.878 0.60 -0.68 -1.19 -0.001
H 2.303 -1.798 2.994 -0.15 0.10 -2.13 -0.031
O 3.758 -1.125 -2.085 1.41 2.44 -3.38 -0.036
H 4.146 -0.831 -1.292 0.22 -0.14 1.51 0.006
H 3.357 -1.944 -1.997 -1.03 -2.46 0.89 -0.047
O -3.306 -0.808 -0.092 -1.08 -2.90 -1.51 -0.108
H -4.276 -0.842 -0.018 0.19 0.64 0.67 0.042
H -3.332 -1.624 -0.737 1.13 2.16 1.51 0.120
O 2.067 -2.667 0.878 -3.21 4.57 -2.20 -0.078
H 1.956 -3.455 1.325 -0.94 -2.71 1.29 -0.001
H 1.085 -2.285 0.546 3.86 -2.14 1.62 0.149
O -0.121 4.977 -0.603 -1.71 -2.44 -0.94 -0.040
H 0.717 5.161 -0.249 1.89 0.66 0.81 0.011
H -0.054 3.990 -0.766 -0.12 1.60 0.18 0.054

***

[3]
57
Properties=species:S:1:pos:R:3:forces:R:3:lowdin_charge:R:1 method="wB97M-V/def2-TZVPD" homo_energy_ev=-9.760 total_charge=0 e_above_lowest_ev=4.815 spin_multiplicity=1 e_tot_ev=-39518.0840 orbital_gap_ev=9.46
O -4.327 2.009 -1.699 -0.40 0.31 -0.41 -0.063
H -4.515 2.315 -0.808 0.07 -0.10 0.03 0.041
H -4.609 1.086 -1.707 0.02 -0.02 0.16 0.016
O -1.163 3.214 2.089 0.19 0.14 -0.56 -0.038
H -0.365 3.369 2.598 -0.32 -0.17 0.82 0.052
H -1.956 3.001 2.584 0.28 0.00 0.39 0.073
O 3.575 0.118 1.095 0.27 0.18 0.50 -0.030
H 2.814 -0.016 1.669 -0.32 -0.41 -0.48 0.018
H 4.306 0.009 1.712 0.27 -0.12 -0.10 0.058
O 1.346 1.242 -0.957 -0.28 0.95 0.15 -0.081
H 1.485 2.102 -0.529 -0.24 -0.48 1.16 0.022
H 1.554 1.666 -1.797 -0.06 -1.17 -1.00 0.026
O -1.533 2.448 -1.602 0.69 -0.63 0.09 -0.055
H -1.582 3.347 -1.278 -0.08 0.29 -0.19 0.011
H -2.048 2.355 -2.406 -0.33 0.34 0.17 0.026
O 3.711 2.289 -0.873 0.83 0.77 0.26 -0.059
H 4.083 1.770 -0.147 -0.47 -0.41 -0.10 0.013
H 4.204 3.116 -0.797 -0.06 0.05 -0.24 0.046
O 0.328 -4.717 -1.805 -0.06 -0.06 0.23 -0.065
H 0.910 -4.004 -2.106 0.02 -0.67 -0.25 -0.025
H 0.907 -5.237 -1.223 -0.30 0.11 -0.43 0.021
O 2.761 -0.138 -3.365 -2.51 0.70 1.49 -0.023
H 3.021 -0.961 -2.973 1.52 0.22 -0.49 0.012
H 3.036 0.392 -4.088 1.35 -0.55 -0.83 0.042
O 1.937 -4.608 0.307 -1.22 0.20 2.44 -0.070
H 1.016 -4.398 0.572 -0.42 0.14 -1.62 0.060
H 2.086 -4.702 1.269 1.74 -0.40 -0.38 0.079
O -1.853 0.725 1.069 0.22 0.29 -0.05 -0.042
H -1.812 0.195 1.869 0.01 -0.63 0.21 0.017
H -0.965 0.760 0.695 -0.05 0.17 -0.16 0.044
O -3.750 -0.316 -0.495 -0.06 -0.12 0.26 -0.107
H -3.432 -1.190 -0.222 0.00 0.21 -0.23 0.023
H -3.032 0.277 -0.186 -0.34 -0.26 0.16 0.008
O 0.926 -1.952 0.184 0.11 0.22 -0.74 -0.058
H 1.017 -1.234 -0.464 0.18 0.39 0.41 0.034
H 1.479 -2.653 -0.200 0.08 0.07 0.35 0.014
O 1.403 1.500 3.184 0.56 0.49 -0.57 -0.045
H 0.700 1.284 2.559 -0.07 -0.12 0.09 0.039
H 2.207 1.194 2.758 0.16 0.44 -0.06 0.019
O -0.136 4.600 0.151 -0.52 -0.34 -0.83 -0.066
H 0.640 5.123 0.324 0.04 0.17 0.59 0.025
H -0.627 4.271 0.933 0.57 0.43 -0.30 -0.015
O -2.068 -1.532 3.055 -0.37 1.47 0.15 -0.028
H -1.482 -1.624 3.805 0.28 -0.30 0.08 0.029
H -2.146 -2.332 2.560 0.18 -0.92 -0.29 0.031
O -0.170 0.383 4.694 -1.58 -0.71 0.46 -0.053
H -0.758 1.132 4.556 -0.13 -0.12 0.06 0.037
H 0.644 0.793 4.945 0.84 0.25 0.03 0.015
O -2.893 -0.519 -3.141 0.15 -0.15 -0.20 -0.069
H -3.067 -1.374 -2.737 -0.05 -0.19 -0.19 0.013
H -2.909 0.012 -2.338 0.00 0.30 0.08 -0.020
O -1.795 -2.384 -0.655 0.58 -0.15 -0.36 -0.059
H -0.899 -2.039 -0.486 -0.35 -0.05 0.51 0.006
H -1.602 -2.950 -1.415 -0.34 -0.29 0.12 0.038
O 1.987 -2.735 -2.748 -0.41 0.28 0.67 -0.031
H 2.230 -2.211 -3.505 0.05 -0.13 -1.05 0.036
H 1.179 -2.269 -2.483 0.05 0.11 -0.02 0.060

***

[4]
58
Properties=species:S:1:pos:R:3:forces:R:3:lowdin_charge:R:1 method="wB97M-V/def2-TZVPD" homo_energy_ev=-13.181 total_charge=+1 e_above_lowest_ev=5.544 spin_multiplicity=1 e_tot_ev=-39525.4747 orbital_gap_ev=10.33
O -3.533 0.921 -1.440 1.93 0.11 -0.95 -0.035
H -0.250 1.115 2.460 -0.15 1.38 -1.27 0.001
H -2.980 0.952 -2.258 -0.28 -0.32 1.08 0.072
O -1.560 -4.929 1.225 3.10 -0.78 -1.42 -0.072
H -2.115 -4.756 0.496 -2.38 0.72 -0.86 -0.023
H -0.817 -5.121 0.551 -0.67 0.08 2.24 0.077
O 2.581 -0.174 -1.757 4.33 1.69 3.87 0.043
H 3.406 -0.161 1.686 0.68 -0.76 -0.73 0.034
H 2.574 0.650 -2.316 -0.61 -0.85 0.32 0.115
O -1.626 -1.207 1.448 0.66 2.24 -1.71 -0.109
H -2.394 -0.987 0.857 0.20 -1.03 0.88 0.024
H 2.629 3.560 -1.663 -0.34 11.33 -1.13 -0.092
O 2.670 -2.713 1.769 -2.58 2.14 -1.27 0.028
H 2.436 -3.196 2.515 -0.82 -1.44 2.15 0.031
H 3.514 -2.982 1.565 3.24 -0.76 -0.89 0.017
O 0.676 -1.340 0.138 -0.20 -1.76 2.11 -0.101
H 1.265 -2.112 0.221 0.71 0.32 -0.50 0.046
H 0.233 -1.579 1.025 0.39 0.80 -1.74 0.076
O -0.544 3.976 1.025 -1.42 -0.58 -0.34 -0.026
H -0.921 -0.103 2.959 -2.78 -2.15 -0.72 -0.026
H 0.351 4.240 1.107 1.68 0.14 0.15 0.000
O -0.230 0.465 3.123 3.01 0.84 2.10 0.016
H -0.967 4.464 1.732 -0.34 0.14 0.24 0.054
O -1.188 -3.460 -1.705 0.99 0.66 0.10 -0.036
H -2.018 -3.020 -1.544 -0.98 0.06 0.05 0.024
H -0.603 -2.857 -1.205 0.01 -0.41 0.03 0.029
O -3.771 -1.820 -0.042 -1.22 1.47 0.20 -0.086
H -4.083 -0.903 -0.335 0.45 -1.83 0.71 0.059
H -0.185 -2.295 -3.389 0.02 -0.71 0.61 0.059
O -1.207 1.195 -0.459 0.70 -2.36 -0.88 0.001
H 3.190 0.222 -0.883 -2.08 -2.24 -2.65 0.221
H -1.865 1.804 -0.273 -2.94 1.35 0.34 -0.012
O 2.670 2.736 -1.601 -1.95 -12.17 3.38 0.029
H 1.941 2.516 -0.884 2.33 0.69 -2.20 0.117
H -0.496 1.713 -0.187 2.67 1.21 0.85 0.026
O 4.153 -0.312 1.044 -3.94 -1.85 -0.86 -0.022
H -4.257 -2.050 0.794 0.53 0.44 -1.21 0.096
H -4.376 0.896 -1.833 -2.23 0.02 -0.57 0.046
O 2.681 0.176 3.540 0.00 -0.71 -8.00 0.041
H 1.936 -0.398 3.394 -0.72 -0.19 -0.17 0.039
H -0.993 -0.596 0.947 -1.29 -0.93 1.14 0.024
O 2.242 3.015 2.135 -5.45 1.25 -3.46 0.062
H 2.172 2.255 2.597 0.82 -3.62 2.77 -0.042
H 1.523 -0.453 -1.519 0.50 1.87 -0.94 0.112
O -3.692 1.876 1.208 3.34 3.18 -0.99 -0.103
H -0.311 0.645 -1.810 2.24 -1.64 -1.36 0.089
H -2.809 2.445 1.351 -2.65 -2.04 0.60 0.090
O 0.512 0.183 -2.276 -3.27 1.90 2.26 -0.109
H -3.860 2.336 0.346 -0.77 -0.96 0.74 0.035
H 0.213 -0.508 -2.913 -0.39 0.46 -0.33 -0.038
O 0.091 -1.515 -3.875 0.60 -1.27 0.30 0.052
H -0.479 -1.565 -4.607 -1.01 0.38 -1.87 0.073
H 2.945 3.545 2.103 4.64 2.28 0.62 -0.013
O -0.724 2.462 -3.483 -1.83 -4.48 4.87 -0.022
H -1.625 2.288 -2.980 2.95 0.60 -1.43 0.086
H -0.962 3.125 -4.018 -1.18 4.16 -3.49 -0.035
H 4.717 0.300 1.385 3.21 2.76 1.18 -0.009
H 2.721 0.286 4.387 0.57 1.17 8.07 -0.034

***

[5]
7
Properties=species:S:1:pos:R:3:forces:R:3:lowdin_charge:R:1 method="wB97M-V/def2-TZVPD" homo_energy_ev=-8.878 smiles=[nH]1[pH]s1.I total_charge=0 e_above_lowest_ev=0.010 spin_multiplicity=1 e_tot_ev=-29762.0988 orbital_gap_ev=9.23
N 2.108 -0.435 0.184 0.73 -0.15 -0.31 -0.715
P 0.637 0.279 0.717 -0.26 0.24 0.39 0.475
S 0.776 -1.476 -0.368 0.01 -0.33 -0.06 0.374
I -3.903 0.304 -0.101 -0.47 -0.37 0.42 0.387
H 2.653 -0.893 0.913 -0.35 0.00 0.07 -0.005
H 0.561 1.147 -0.391 -0.17 0.24 -0.08 -0.129
H -2.832 1.074 -0.954 0.51 0.37 -0.42 -0.387

***

[6]
8
Properties=species:S:1:pos:R:3:forces:R:3:lowdin_charge:R:1 method="wB97M-V/def2-TZVPD" homo_energy_ev=-9.646 smiles=O[Si](O)(O)I total_charge=0 e_above_lowest_ev=0.675 spin_multiplicity=1 e_tot_ev=-22174.0708 orbital_gap_ev=9.78
O 0.194 -1.291 -0.859 1.95 3.12 0.62 -0.071
O 0.025 -0.042 1.584 0.44 1.44 -0.51 -0.116
O -0.176 1.250 -0.781 -1.24 0.96 -1.99 -0.156
Si -0.446 -0.104 0.038 -2.13 -1.19 -0.71 -0.144
I -3.096 -0.382 0.021 1.60 0.02 0.00 0.293
H -0.289 -2.043 -0.928 -2.13 -3.79 -0.41 -0.006
H 0.254 0.915 1.632 0.03 -0.64 0.90 0.083
H -0.741 1.276 -1.635 1.48 0.09 2.09 0.117

***

[7]
7
Properties=species:S:1:pos:R:3:forces:R:3:lowdin_charge:R:1 method="wB97M-V/def2-TZVPD" homo_energy_ev="-13.837 / -16.956" total_charge=+1 e_above_lowest_ev=0.624 spin_multiplicity=6 e_tot_ev=-9011.9991 orbital_gap_ev="9.37 / 8.43"
O -0.830 1.594 -1.223 0.63 0.06 0.83 -0.110
Ir 1.238 0.867 -0.316 2.82 2.13 -0.59 1.421
O -0.704 1.164 0.154 -1.92 0.48 -0.45 -0.421
H -0.817 -0.387 0.085 3.32 -0.57 -0.72 0.275
O 0.346 -0.862 -0.185 -4.41 -1.25 0.84 -0.367
H 0.616 -1.613 0.346 0.17 -0.73 0.16 0.084
H -0.569 2.542 -1.166 -0.61 -0.12 -0.08 0.118

***

[8]
4
Properties=species:S:1:pos:R:3:forces:R:3:lowdin_charge:R:1 method="wB97M-V/def2-TZVPD" homo_energy_ev=-9.774 smiles=N total_charge=0 e_above_lowest_ev=0.061 spin_multiplicity=1 e_tot_ev=-1538.7396 orbital_gap_ev=11.12
N 0.083 0.061 0.000 0.25 0.76 -0.28 0.006
H -0.130 -0.004 -0.978 -0.15 -0.02 -0.18 -0.008
H 0.448 -0.815 0.327 -0.37 -0.10 0.42 -0.005
H -0.684 0.487 0.508 0.27 -0.64 0.04 0.006

***

[9]
7
Properties=species:S:1:pos:R:3:forces:R:3:lowdin_charge:R:1 method="wB97M-V/def2-TZVPD" homo_energy_ev="-2.084 / -1.983" total_charge=-1 e_above_lowest_ev=0.369 spin_multiplicity=1 e_tot_ev=-7119.0215 orbital_gap_ev="7.55 / 7.45"
N 1.275 0.244 -0.285 -1.65 2.48 -0.14 -0.218
N -1.300 -0.410 0.293 0.33 0.55 -1.04 -0.145
O -1.217 0.883 0.063 0.22 -2.16 0.96 -0.349
O 0.756 -0.842 0.220 -1.18 -2.63 1.76 -0.382
H 1.516 0.005 -1.238 -0.06 0.21 -1.04 0.007
H 0.249 0.834 -0.361 1.80 0.22 0.02 0.058
H -1.279 -0.714 1.308 0.54 1.33 -0.52 0.029

***

[10]
8
Properties=species:S:1:pos:R:3:forces:R:3:lowdin_charge:R:1 method="wB97M-V/def2-TZVPD" homo_energy_ev=-9.456 smiles="NP=O.N=O" total_charge=0 e_above_lowest_ev=2.355 spin_multiplicity=1 e_tot_ev=-16410.5203 orbital_gap_ev=9.15
N 3.342 -0.057 -0.064 -0.18 0.22 0.18 0.023
N -1.164 0.410 0.738 -0.59 -0.18 -0.98 -0.225
O 0.559 1.412 -1.052 -0.40 -0.17 0.18 -0.511
O 2.419 -0.554 0.521 0.52 0.55 -0.39 -0.139
P 0.204 1.314 0.377 -0.19 -0.14 -0.04 0.700
H 3.223 1.019 -0.149 -0.34 -0.86 0.16 0.065
H -1.961 -0.043 0.196 1.75 0.86 0.96 0.089
H -1.217 0.386 1.750 -0.56 -0.27 -0.07 -0.002